1.
The following is a quantum chemistry calculation of a 7-piece molecular cluster, C38H82N3O14 overall, from the Open Molecules 2025 dataset.

- Kohn-Sham gap (eV) = 6.966
- E_tot (Eh) = -2714.0911
- LUMO (hartree) = -0.122
- largest force on an atom (eV/A) = 1.4

Geometry as ORCA input:
```
! wB97M-V def2-TZVPD RIJCOSX def2/J DEFGRID3
* xyz 1 1
C 6.33564 -6.21047 2.57192
C 5.59064 -5.38887 2.13120
N 4.57600 -4.47939 1.99426
C 3.24497 -4.83462 2.14354
C 2.53992 -3.69162 1.98817
C 1.05348 -3.59227 2.09368
C 0.35078 -4.94159 1.85843
N -1.07523 -4.97287 2.15377
C -1.90314 -4.18155 1.23068
C -2.05490 -4.90442 -0.12365
C -1.37012 -4.71900 3.52768
C -1.82222 -3.35783 4.01007
O -1.27029 -5.62354 4.32621
N 3.44526 -2.66605 1.73810
C 3.15453 -1.22482 1.55418
O 1.86532 -0.96023 1.14856
C 1.09161 -0.27472 2.13222
C -0.36448 -0.25964 1.75248
C 4.67066 -3.17862 1.74326
H 7.00478 -6.94447 2.94335
H 2.89123 -5.81570 2.37187
H 0.82230 -3.23317 3.09653
H 0.64026 -2.87316 1.40226
H 0.45796 -5.18703 0.80223
H 0.80380 -5.75688 2.41550
H -1.57121 -3.14997 1.09751
H -2.89506 -4.15295 1.67146
H -3.08987 -5.16524 -0.30101
H -1.48805 -5.82869 -0.11047
H -1.69817 -4.26085 -0.92120
H -2.84798 -3.17006 3.70390
H -1.73236 -3.36067 5.08714
H -1.21012 -2.54614 3.62285
H 3.33596 -0.74407 2.51622
H 3.85258 -0.75923 0.86156
H 1.40772 0.76291 2.24206
H 1.17403 -0.73603 3.11995
H -0.54080 0.30207 0.84039
H -0.76365 -1.26355 1.63990
H -0.94905 0.21739 2.53564
H 5.60035 -2.66582 1.59500
C 5.80632 -2.88244 -3.99469
O 6.14265 -2.87707 -2.61134
C 5.20057 -3.56592 -1.81518
C 5.64078 -4.98478 -1.50251
O 5.73304 -5.78612 -2.65725
C 7.05294 -5.88838 -3.17829
H 6.70186 -2.65232 -4.56814
H 5.42044 -3.84681 -4.32705
H 5.05638 -2.10912 -4.19161
H 4.21365 -3.56511 -2.28984
H 5.11135 -3.00883 -0.87306
H 4.88172 -5.44679 -0.85686
H 6.59116 -4.98307 -0.95558
H 7.62115 -6.63524 -2.61545
H 7.58026 -4.93392 -3.14747
H 6.97497 -6.21228 -4.21388
C -4.22317 -5.97714 4.81910
O -4.71403 -5.36576 3.62644
C -5.10006 -6.30629 2.63430
C -6.59143 -6.57837 2.64039
O -7.02333 -7.18104 3.84625
C -7.56089 -6.25895 4.78062
H -4.27520 -5.23579 5.61649
H -4.81292 -6.84669 5.11275
H -3.18060 -6.26223 4.66327
H -4.54042 -7.23876 2.75590
H -4.83174 -5.87701 1.66241
H -6.81501 -7.28336 1.83401
H -7.15303 -5.65887 2.44618
H -8.59959 -6.02611 4.52459
H -6.98382 -5.33331 4.82168
H -7.53769 -6.72931 5.76221
C -2.54789 3.05750 4.81387
O -3.23729 1.98877 4.18507
C -4.57519 1.84149 4.64334
C -5.57855 2.51233 3.72671
O -5.40374 3.91689 3.67198
C -4.64747 4.35163 2.55171
H -1.69465 3.31800 4.18794
H -3.17858 3.94002 4.92848
H -2.18294 2.74497 5.79824
H -4.67281 2.22570 5.66292
H -4.78923 0.76873 4.66672
H -6.58116 2.33095 4.12517
H -5.53459 2.07983 2.72180
H -5.28632 4.39848 1.66470
H -3.79597 3.69770 2.35172
H -4.27632 5.35228 2.76691
C 3.78848 0.11251 -2.13592
O 3.31560 0.53023 -3.39691
C 2.82925 1.86759 -3.40002
C 3.86530 2.85739 -3.88938
O 4.99649 2.91406 -3.03106
C 6.08180 2.11786 -3.47689
H 4.43890 -0.75156 -2.28425
H 4.36162 0.89338 -1.62919
H 2.94198 -0.18923 -1.50176
H 2.47646 2.14613 -2.40162
H 1.97261 1.89408 -4.07861
H 3.41728 3.85431 -3.89265
H 4.17114 2.62904 -4.91415
H 6.64298 2.64689 -4.25398
H 5.75116 1.15323 -3.86734
H 6.73985 1.94422 -2.62606
C -5.60726 8.28261 1.58425
O -6.26549 7.19998 0.94813
C -7.59064 7.00050 1.41907
C -8.62746 7.64564 0.52145
O -8.50407 9.05729 0.48093
C -7.77596 9.52935 -0.64049
H -4.76898 8.57867 0.95465
H -6.26607 9.14215 1.71682
H -5.22301 7.96963 2.56176
H -7.69043 7.36820 2.44473
H -7.76660 5.92038 1.43167
H -9.61889 7.42451 0.92781
H -8.57867 7.22656 -0.48865
H -8.42249 9.55996 -1.52379
H -6.90400 8.90846 -0.85426
H -7.43919 10.54042 -0.41644
C 5.91370 5.83492 -6.02405
O 4.54309 5.61323 -6.31382
C 3.88724 6.76219 -6.83092
C 3.80285 6.74930 -8.34402
O 5.08028 6.79840 -8.95662
C 5.57288 5.52590 -9.34103
H 6.40373 4.86304 -5.97064
H 6.40395 6.43181 -6.79468
H 6.01895 6.33720 -5.05657
H 4.38366 7.67330 -6.48360
H 2.87026 6.75904 -6.42726
H 3.26120 7.64374 -8.66550
H 3.24280 5.87568 -8.69254
H 5.12721 5.22134 -10.29380
H 5.36854 4.76242 -8.58790
H 6.65093 5.61159 -9.46894
*
```

***

2.
The following is a quantum chemistry calculation of C38H84B2MgO18S8 as an isolated structure, from the Open Molecules 2025 dataset.

- Kohn-Sham gap (eV) = 9.205
- E_tot (Eh) = -6287.6683
- LUMO (hartree) = 0.004
- largest force on an atom (eV/A) = 4.2

Geometry as ORCA input:
```
! wB97M-V def2-TZVPD RIJCOSX def2/J DEFGRID3
* xyz 0 1
Mg 0.66799 -0.26244 -0.60067
B -0.82299 0.31790 0.60953
H -1.79150 0.47517 1.05842
H -0.77336 0.75749 -0.37462
H 0.00958 0.63320 1.21915
H -0.69075 -0.73590 0.41913
B 2.02539 -1.60265 -0.11776
H 1.15981 -2.24092 -0.20511
H 1.76388 -0.91836 0.67445
H 2.97289 -2.07563 0.08907
H 2.09601 -1.07007 -1.05351
C 2.79104 0.02667 4.55833
C 2.86978 0.38435 6.04525
O 2.30077 1.28560 6.53063
C 3.91065 -0.41603 6.81400
H 2.18497 0.75066 4.01369
H 2.45078 -1.00554 4.47550
H 3.78274 0.07311 4.10835
H 3.76208 -1.48192 6.64109
H 4.02979 -0.13105 7.85932
H 4.92215 -0.16827 6.49214
C -0.43989 2.30610 3.95504
C -1.01640 1.97403 5.30415
O -1.15138 0.82024 5.66957
C -1.50544 3.12429 6.10391
H 0.18748 1.49935 3.57601
H 0.19776 3.18848 4.00911
H -1.27599 2.52937 3.29234
H -2.27427 2.64354 6.70879
H -1.96382 3.95381 5.56551
H -0.70533 3.38285 6.79750
C 6.64456 -3.57017 -2.32773
C 6.58338 -4.82363 -3.15594
C 5.56156 -4.77100 -4.37406
S 4.41034 -3.41200 -3.88344
O 3.08781 -3.95783 -3.78727
O 4.66414 -2.27849 -4.74445
C 5.13338 -3.08333 -2.19004
H 7.22584 -2.77255 -2.79034
H 7.13368 -3.73547 -1.36776
H 6.34998 -5.73646 -2.60788
H 7.57042 -4.95591 -3.59906
H 4.98282 -5.67230 -4.57611
H 6.00738 -4.36501 -5.28209
H 4.70029 -3.81426 -1.50720
H 4.93523 -2.08568 -1.79818
C 0.99178 -0.12809 -6.19573
C -0.41419 0.28023 -5.75218
C -0.17729 1.51117 -4.82544
S 1.33000 1.04722 -3.83468
O 0.96392 0.41855 -2.52717
O 2.31040 2.11544 -3.85604
C 1.89356 -0.31019 -4.93635
H 1.33125 0.74069 -6.75972
H 0.89677 -0.97370 -6.87692
H -0.80547 -0.60487 -5.25058
H -1.11465 0.65107 -6.50047
H -1.00075 1.71306 -4.14041
H -0.04143 2.44997 -5.36238
H 1.66914 -1.27195 -4.47510
H 2.98102 -0.24497 -4.97225
C -6.50395 0.63281 2.34100
C -5.29865 -0.28978 2.79264
C -4.05988 0.47712 2.49880
S -4.50467 2.31874 2.64262
O -4.21677 3.05299 1.38619
O -3.99386 2.83783 3.89904
C -6.31887 2.09669 2.83877
H -7.48096 0.27031 2.66058
H -6.59812 0.54776 1.25841
H -5.32736 -1.25000 2.27761
H -5.30349 -0.52135 3.85775
H -3.84981 0.40287 1.43181
H -3.07394 0.42516 2.96066
H -6.82606 2.94983 2.38821
H -6.49027 2.05787 3.91451
C -3.50299 1.39556 -1.73312
C -3.54308 0.44704 -2.98983
C -4.16417 1.23604 -4.21587
S -4.96024 2.75827 -3.50165
O -6.34748 2.72683 -3.91954
O -4.08637 3.92657 -3.69856
C -4.80774 2.24770 -1.76958
H -2.68418 2.10432 -1.85691
H -3.39088 0.86637 -0.78682
H -4.18224 -0.36513 -2.64349
H -2.55259 0.05400 -3.21904
H -4.97861 0.87884 -4.84611
H -3.38028 1.61573 -4.87120
H -5.70343 1.66397 -1.55723
H -4.89797 3.15758 -1.17622
C -1.25704 -5.14749 -1.56879
C -2.22026 -4.45042 -0.69663
C -2.56651 -3.17248 -1.49752
S -1.11170 -2.61151 -2.41293
O -0.42381 -1.56291 -1.69642
O -1.34373 -2.53324 -3.84159
C -0.20200 -4.19391 -2.04744
H -1.76428 -5.59318 -2.42446
H -0.82237 -5.95115 -0.97441
H -1.68428 -4.28832 0.23854
H -3.14964 -4.98012 -0.48743
H -2.73174 -2.27077 -0.90785
H -3.37476 -3.22651 -2.22685
H 0.48467 -3.88956 -1.25753
H 0.51888 -4.36370 -2.84719
C -0.40151 -1.93225 3.53902
C -1.65322 -2.57422 2.97202
C -1.60842 -4.10576 3.29545
S 0.21321 -4.64317 3.05927
O 0.38948 -5.26886 1.71257
O 0.61692 -5.41881 4.23513
C 0.79009 -2.88608 3.21888
H -0.57151 -1.76375 4.60241
H -0.23750 -0.97515 3.04388
H -1.57988 -2.27631 1.92609
H -2.59430 -2.20190 3.37679
H -2.24711 -4.73464 2.67522
H -1.82624 -4.24609 4.35421
H 1.17152 -2.69712 2.21544
H 1.61012 -2.90467 3.93673
C -1.56853 4.94950 0.77881
C -2.41520 5.40770 -0.38545
C -1.51543 5.17764 -1.67289
S -0.23596 3.90295 -1.16448
O 1.02919 4.61356 -0.95333
O -0.33843 2.66825 -2.01018
C -0.95963 3.62512 0.44649
H -2.14241 4.90133 1.70425
H -0.64389 5.50716 0.92763
H -2.68610 6.46329 -0.40613
H -3.36059 4.86720 -0.43226
H -0.94257 6.06321 -1.94800
H -1.92563 4.70260 -2.56406
H -0.26271 3.24027 1.19099
H -1.76493 2.92727 0.21716
C 5.44112 2.77462 -0.53777
C 5.50652 1.26742 -0.18212
C 4.43471 0.97366 0.91027
S 3.05251 2.03518 0.54470
O 2.68097 2.73056 1.75236
O 1.98597 1.31504 -0.18707
C 3.94911 3.15067 -0.62918
H 6.01364 2.96421 -1.44572
H 5.86127 3.39595 0.25313
H 6.53451 1.07942 0.12772
H 5.41301 0.64184 -1.06982
H 4.76746 1.27424 1.90376
H 3.99029 -0.01936 0.97747
H 3.65484 4.16639 -0.36497
H 3.57416 2.99691 -1.64105
*
```

***

3.
The following is a quantum chemistry calculation of a 6-piece molecular cluster, C38H87BN6 overall, from the Open Molecules 2025 dataset.

- Kohn-Sham gap (eV) = 10.207
- E_tot (Eh) = -1851.9462
- LUMO (hartree) = -0.311
- largest force on an atom (eV/A) = 4.6

Geometry as ORCA input:
```
! wB97M-V def2-TZVPD RIJCOSX def2/J DEFGRID3
* xyz 4 1
B 18.45319 19.73461 -5.68536
H 17.44282 19.83395 -6.05075
H 18.84972 18.79927 -6.04889
H 18.95650 20.64572 -5.96960
H 18.38358 19.75333 -4.60877
C 15.30072 19.11571 -10.00105
C 14.61497 18.02379 -9.18247
N 13.61656 18.59746 -8.38833
C 13.75029 19.65684 -7.52661
C 12.43800 19.97874 -7.12236
N 11.55465 19.22517 -7.81249
C 12.29278 18.38427 -8.62289
C 10.09290 19.21308 -7.71088
H 15.89514 18.70540 -10.81739
H 15.94332 19.81775 -9.46972
H 14.47709 19.68014 -10.43825
H 15.31687 17.46347 -8.56482
H 14.24727 17.24996 -9.85632
H 14.71529 20.02704 -7.21335
H 12.13123 20.70556 -6.38478
H 11.88428 17.73895 -9.38649
H 9.76133 20.14509 -7.25315
H 9.61197 18.51580 -7.02487
H 9.54868 19.08659 -8.64678
C 20.73041 23.37821 -9.26702
C 20.31238 21.95138 -8.88398
C 20.73493 20.86254 -9.85473
N 20.37728 19.41327 -9.37218
C 21.19066 19.09472 -8.10895
C 20.74780 18.42134 -10.54530
C 19.76617 17.25094 -10.31753
C 18.63435 17.72223 -9.34660
C 18.85466 19.27353 -9.17634
H 20.08897 24.10143 -8.76343
H 20.58545 23.62179 -10.31952
H 21.75171 23.53697 -8.92082
H 19.26762 21.85138 -8.58975
H 20.82110 21.78045 -7.93525
H 21.80388 20.97198 -10.03767
H 20.35265 21.09343 -10.84904
H 20.88109 19.71684 -7.26917
H 22.26615 19.18749 -8.26002
H 20.92310 18.11282 -7.71856
H 21.81744 18.21166 -10.54488
H 20.53205 18.96798 -11.46331
H 20.13450 16.28669 -9.96730
H 19.52009 17.09703 -11.36817
H 18.82243 17.37320 -8.33127
H 17.67445 17.29411 -9.63541
H 18.51452 19.50172 -8.16622
H 18.39684 19.83168 -9.99302
C 23.67338 19.00872 0.16494
C 23.30215 18.77271 -1.26330
C 21.82113 18.47497 -1.48266
N 21.41576 18.31736 -2.94460
C 19.91422 17.89509 -2.95643
C 22.32359 17.24894 -3.76062
C 23.26758 18.03952 -4.77810
C 22.83259 19.55323 -4.57094
C 21.43743 19.60635 -3.78435
H 24.71304 19.32484 0.25027
H 23.62799 18.03713 0.65692
H 23.11634 19.84786 0.58166
H 23.79374 17.90083 -1.69488
H 23.61589 19.65593 -1.81971
H 21.29241 19.36018 -1.12917
H 21.46435 17.62373 -0.90283
H 19.90021 16.96689 -2.38516
H 19.64457 17.74794 -4.00225
H 19.26019 18.59358 -2.43445
H 21.74355 16.59555 -4.41233
H 22.88357 16.64201 -3.04918
H 23.05338 17.76164 -5.81009
H 24.33225 17.94229 -4.56566
H 22.68944 20.07915 -5.51487
H 23.53322 20.20700 -4.05152
H 20.54116 19.63864 -4.40382
H 21.37827 20.55020 -3.24235
C 20.78990 24.10674 -3.20462
C 19.31104 24.41197 -3.69659
C 18.30734 23.14527 -3.81434
N 16.76770 23.42768 -3.86271
C 16.48934 24.15787 -5.18774
C 16.27088 24.23532 -2.65615
C 14.78646 23.95472 -2.68877
C 14.68843 22.47714 -3.01068
C 16.02736 22.09172 -3.71329
H 21.28702 23.40836 -3.87784
H 20.70120 23.59977 -2.24377
H 21.42060 24.98804 -3.08790
H 19.27030 25.16297 -4.48554
H 18.91318 25.10530 -2.95558
H 18.41786 22.68450 -2.83272
H 18.61507 22.51393 -4.64789
H 17.08927 23.64980 -5.94275
H 16.81539 25.18974 -5.05715
H 15.46079 24.27211 -5.52998
H 16.57311 25.27321 -2.79591
H 16.72414 23.74933 -1.79217
H 14.29496 24.53776 -3.46761
H 14.33742 24.28658 -1.75265
H 13.82763 22.26330 -3.64424
H 14.63681 21.85710 -2.11571
H 15.92477 21.63227 -4.69639
H 16.61340 21.43651 -3.06881
C 16.19653 17.69469 -0.21852
C 15.40883 17.90682 -1.50761
C 16.32564 17.59375 -2.72958
N 15.62060 17.28881 -4.07394
C 14.78123 18.54631 -4.46717
C 14.86037 15.93938 -3.99466
C 15.89797 14.84757 -4.10348
C 17.05462 15.44975 -4.89372
C 16.68358 16.93819 -5.17687
H 15.47012 17.99444 0.53685
H 17.13882 18.24105 -0.25939
H 16.58908 16.68319 -0.11431
H 14.90967 18.87165 -1.59728
H 14.57771 17.20287 -1.46532
H 16.98149 16.73756 -2.57178
H 16.93658 18.49644 -2.72679
H 14.10289 18.54970 -3.61397
H 14.23838 18.28052 -5.37424
H 15.50442 19.35397 -4.58019
H 14.01890 15.88515 -4.68537
H 14.33080 15.99706 -3.04369
H 15.46180 13.89802 -4.41365
H 16.29132 14.62405 -3.11180
H 17.12753 15.03209 -5.89788
H 18.04969 15.26920 -4.48712
H 16.24429 17.07459 -6.16505
H 17.53056 17.60265 -5.00591
*
```

***

Q: Among the records above, which one has the highest E_tot?
A: C38H87BN6